(1)
{
  "formula": "C4H12N3O2",
  "method": "ωB97M-V/def2-TZVPD",
  "symbols": ["C", "N", "N", "N", "C", "H", "H", "H", "H", "H", "H", "H", "H", "O", "O", "C", "C", "H", "H", "H", "H"],
  "coordinates": [[-0.899, 1.210, 1.197], [-1.505, 2.034, 2.055], [-1.145, 1.312, -0.104], [-0.046, 0.285, 1.655], [-2.058, 2.290, -0.686], [-2.157, 2.742, 1.708], [-1.318, 1.958, 3.058], [-0.663, 0.665, -0.733], [0.420, -0.348, 1.001], [0.139, 0.211, 2.658], [-2.067, 2.147, -1.780], [-1.733, 3.321, -0.469], [-3.085, 2.157, -0.306], [0.850, -1.147, -1.206], [2.218, -2.831, -1.879], [1.339, -1.833, -2.071], [2.565, -3.052, -0.507], [1.133, -1.737, -3.155], [3.284, -3.888, -0.484], [1.686, -3.327, 0.101], [3.041, -2.166, -0.055]],
  "de_lowest_ev": 0.249,
  "spin_multiplicity": 1,
  "homo_lumo_gap_ev": 11.71,
  "charge": 1
}

---

(2)
{
  "formula": "C20H31As2HfN6O11P2S",
  "method": "ωB97M-V/def2-TZVPD",
  "symbols": ["Hf", "C", "As", "C", "C", "C", "C", "C", "C", "C", "As", "C", "C", "H", "H", "H", "H", "H", "H", "H", "H", "H", "H", "H", "H", "H", "H", "H", "H", "O", "P", "O", "O", "O", "P", "O", "O", "O", "H", "H", "N", "C", "N", "C", "N", "C", "C", "S", "O", "O", "C", "C", "N", "C", "N", "C", "C", "N", "O", "O", "C", "H", "H", "H", "H", "H", "H", "H", "H", "H", "H", "H", "H", "H"],
  "coordinates": [[0.692, -1.887, -0.140], [4.505, -1.345, -1.259], [3.541, -1.882, 0.328], [4.713, -3.252, 0.956], [3.902, -0.377, 1.455], [4.791, -0.416, 2.518], [4.945, 0.699, 3.331], [4.215, 1.849, 3.071], [3.317, 1.886, 2.010], [3.143, 0.766, 1.209], [1.791, 0.763, -0.201], [2.614, 1.909, -1.501], [0.531, 2.009, 0.569], [5.504, -1.035, -0.963], [3.999, -0.531, -1.764], [4.563, -2.185, -1.950], [5.719, -2.845, 0.921], [4.637, -4.114, 0.297], [4.447, -3.558, 1.964], [5.377, -1.304, 2.718], [5.634, 0.667, 4.165], [4.331, 2.720, 3.704], [2.759, 2.795, 1.832], [3.088, 2.699, -0.928], [1.842, 2.324, -2.146], [3.349, 1.394, -2.109], [0.995, 2.990, 0.589], [0.288, 1.682, 1.578], [-0.377, 2.054, -0.026], [-1.145, -2.708, -2.425], [-1.472, -3.746, -1.251], [-2.766, -4.380, -1.406], [-1.065, -2.907, -0.005], [-0.187, -4.805, -1.426], [1.270, -4.266, -1.039], [2.292, -5.329, -1.532], [1.299, -3.929, 0.435], [1.507, -2.909, -1.733], [-1.437, -3.074, -3.273], [2.065, -6.259, -1.388], [-0.034, -3.326, 5.929], [0.446, -2.874, 4.983], [1.073, -2.345, 3.933], [0.772, -1.784, 2.894], [0.649, -1.229, 1.832], [-4.258, 5.626, -0.449], [-4.649, 4.305, 0.214], [-3.886, 2.956, -0.635], [-3.925, 3.198, -2.058], [-2.619, 2.670, 0.009], [-4.941, 1.582, -0.320], [-4.565, 0.394, -1.204], [-3.116, 0.152, -1.358], [-2.291, -0.281, -0.388], [-1.027, -0.296, -0.821], [-1.052, 0.174, -2.112], [-2.316, 0.459, -2.444], [-2.753, 0.910, -3.747], [-1.877, 1.329, -4.473], [-3.937, 0.881, -4.005], [-2.767, -0.575, 0.989], [-4.699, 6.447, 0.114], [-4.615, 5.673, -1.476], [-3.177, 5.760, -0.458], [-5.728, 4.138, 0.194], [-4.291, 4.230, 1.241], [-5.954, 1.878, -0.596], [-4.898, 1.383, 0.752], [-4.940, 0.560, -2.205], [-5.016, -0.515, -0.814], [-0.177, 0.275, -2.732], [-3.734, -1.078, 0.979], [-2.857, 0.366, 1.536], [-2.056, -1.206, 1.510]],
  "de_lowest_ev": 1.253,
  "spin_multiplicity": 1,
  "homo_lumo_gap_ev": 8.96,
  "charge": 1
}

---

(3)
{
  "formula": "C22H24F3IrNO3P2",
  "method": "ωB97M-V/def2-TZVPD",
  "symbols": ["C", "C", "C", "C", "C", "C", "C", "C", "C", "C", "C", "C", "C", "H", "H", "H", "H", "H", "H", "H", "N", "Ir", "C", "H", "H", "C", "H", "H", "P", "P", "C", "H", "H", "H", "C", "H", "H", "H", "C", "H", "H", "H", "C", "H", "H", "H", "C", "O", "H", "F", "C", "F", "F", "C", "O", "O"],
  "coordinates": [[1.354, 4.523, -2.394], [0.466, 3.881, -1.535], [-0.641, 3.178, -2.088], [-0.702, 2.948, -3.505], [0.262, 3.579, -4.340], [1.250, 4.374, -3.789], [-1.643, 2.014, -3.946], [-2.768, 1.723, -3.167], [-2.677, 2.031, -1.766], [-3.691, 1.590, -0.869], [-4.824, 0.967, -1.381], [-4.955, 0.721, -2.763], [-3.940, 1.065, -3.638], [2.164, 5.113, -1.966], [0.198, 3.408, -5.417], [1.968, 4.891, -4.433], [-1.610, 1.659, -4.977], [-5.597, 0.635, -0.689], [-5.866, 0.248, -3.132], [-4.004, 0.842, -4.710], [-1.491, 2.494, -1.256], [-0.324, 0.457, -0.316], [0.661, 3.818, -0.045], [-0.258, 4.077, 0.497], [1.481, 4.465, 0.277], [-3.426, 1.720, 0.606], [-3.027, 2.712, 0.859], [-4.326, 1.518, 1.194], [1.089, 2.088, 0.464], [-2.112, 0.504, 1.104], [-2.999, -1.085, 1.144], [-2.307, -1.851, 1.521], [-3.862, -1.007, 1.818], [-3.348, -1.362, 0.143], [-1.837, 0.863, 2.862], [-2.764, 0.655, 3.417], [-1.037, 0.209, 3.233], [-1.564, 1.914, 3.005], [2.682, 1.801, -0.352], [3.416, 2.509, 0.058], [2.989, 0.761, -0.167], [2.559, 1.966, -1.429], [1.401, 2.199, 2.247], [1.663, 1.210, 2.646], [2.241, 2.890, 2.406], [0.512, 2.579, 2.766], [-0.859, -1.125, -1.225], [-1.227, -2.077, -1.777], [-0.131, 0.815, -1.977], [2.978, -2.936, 2.309], [1.761, -2.358, 2.455], [0.825, -3.335, 2.578], [1.772, -1.654, 3.631], [1.433, -1.403, 1.242], [2.246, -1.268, 0.323], [0.277, -0.853, 1.369]],
  "de_lowest_ev": 0.000,
  "spin_multiplicity": 6,
  "homo_lumo_gap_ev": [6.50, 4.95],
  "s_squared": 8.8017,
  "charge": 2
}

---

(4)
{
  "formula": "C24H20BrClFeIN2O3",
  "method": "ωB97M-V/def2-TZVPD",
  "symbols": ["Fe", "Cl", "C", "C", "C", "C", "O", "C", "C", "O", "C", "H", "H", "H", "H", "Br", "C", "C", "C", "C", "C", "C", "I", "H", "H", "H", "H", "C", "N", "N", "C", "O", "C", "C", "C", "C", "C", "C", "C", "C", "C", "H", "H", "H", "H", "H", "H", "H", "H", "H", "H", "H", "H"],
  "coordinates": [[1.179, -0.630, 0.389], [1.061, 3.818, 6.233], [0.940, 2.595, 5.086], [0.673, 1.267, 5.498], [0.593, 0.279, 4.572], [0.795, 0.555, 3.166], [0.741, -0.382, 2.339], [1.057, 1.930, 2.767], [1.322, 2.308, 1.373], [1.408, 1.543, 0.429], [1.114, 2.908, 3.716], [0.542, 1.057, 6.551], [0.386, -0.745, 4.854], [1.469, 3.382, 1.189], [1.311, 3.934, 3.425], [3.982, -0.312, 0.930], [4.940, -1.403, -0.296], [6.282, -1.122, -0.478], [7.016, -1.881, -1.377], [6.410, -2.906, -2.086], [5.065, -3.190, -1.897], [4.336, -2.433, -0.998], [2.311, -2.931, -0.762], [6.744, -0.319, 0.080], [8.065, -1.663, -1.522], [6.980, -3.493, -2.794], [4.596, -3.995, -2.446], [-4.484, 1.002, -2.621], [-3.043, 0.816, -2.515], [-2.450, 0.160, -1.466], [-1.098, 0.239, -1.612], [-0.301, -0.343, -0.799], [-0.854, 0.968, -2.781], [-2.083, 1.307, -3.310], [-2.383, 2.085, -4.545], [-3.163, -0.567, -0.467], [-4.149, -1.477, -0.816], [-4.780, -2.213, 0.176], [-4.417, -2.055, 1.505], [-3.435, -1.135, 1.846], [-2.812, -0.383, 0.863], [-4.920, 1.078, -1.629], [-4.958, 0.182, -3.159], [-4.669, 1.930, -3.154], [0.115, 1.206, -3.183], [-1.555, 1.982, -5.242], [-2.496, 3.146, -4.316], [-3.293, 1.744, -5.036], [-4.415, -1.636, -1.854], [-5.548, -2.924, -0.097], [-4.900, -2.649, 2.270], [-3.163, -0.992, 2.884], [-2.066, 0.358, 1.119]],
  "spin_multiplicity": 6,
  "homo_lumo_gap_ev": [7.60, 5.16],
  "s_squared": 8.7861,
  "charge": 2
}

---

| no. | E_tot (eV) |
| --- | --- |
| 1 | -12902.8611 |
| 2 | -205104.7010 |
| 3 | -60387.1133 |
| 4 | -159373.6899 |